i.
Computed, not measured: a cluster of 8 separate species, H16O8 in total, with the ωB97M-V functional and the def2-TZVPD basis.

Summary:
- 2S+1 = 2
- net charge = +1
- molecular weight (g/mol) = 144.12
- expectation value of S² = 0.757
- frontier orbital gap (spin up / spin down) (eV) = 12.0335 / 2.2345

Cartesian coordinates (Å):
O1 -1.1034 -2.9887 0.3967
H1 -1.9699 -3.3937 0.3617
H2 -0.9474 -2.6781 -0.4952
O2 -1.6377 2.6904 -2.1928
H3 -1.6116 1.8589 -1.7192
H4 -0.9184 2.6311 -2.8215
O3 0.1907 -0.1520 3.2410
H5 0.2297 0.5587 3.8809
H6 -0.7438 -0.3329 3.1398
O4 1.0493 -2.2391 1.8641
H7 0.7650 -1.5962 2.5138
H8 0.2402 -2.5269 1.4412
O5 -2.2538 -0.7500 -1.7946
H9 -1.5126 -0.8245 -1.1935
H10 -1.9090 -1.0428 -2.6382
O6 0.7793 1.9434 -3.1734
H11 1.4123 2.3225 -3.7832
H12 1.2444 1.2108 -2.7694
O7 2.6334 1.0934 1.3829
H13 3.4840 1.5004 1.5473
H14 2.0440 1.5058 2.0144
O8 -0.0926 0.5196 0.0096
H15 -0.1620 -0.1810 0.6580
H16 0.7897 0.8709 0.1294

Löwdin atomic charge list, values in e, 6 entries: number 1, O, carries -0.02; number 2, H, carries 0.08; number 3, H, carries 0.05; number 4, O, carries 0.29; number 5, H, carries 0.07; number 6, H, carries 0.05

ii.
Computed, not measured: a cluster of 8 separate species, H16O8 in total, with the ωB97M-V functional and the def2-TZVPD basis.

Summary:
- 2S+1 = 2
- net charge = +1
- molecular weight (g/mol) = 144.12
- expectation value of S² = 0.753
- frontier orbital gap (spin up / spin down) (eV) = 10.6312 / 3.3610

Cartesian coordinates (Å):
O1 -1.1448 -0.9682 -2.5299
H1 -0.4654 -0.3404 -2.7758
H2 -1.9679 -0.5152 -2.7134
O2 -0.8958 3.1479 -0.5419
H3 -0.1997 2.5107 -0.7022
H4 -1.5971 2.8932 -1.1415
O3 -2.2281 1.3004 1.2195
H5 -1.7727 0.4596 1.1749
H6 -1.6955 1.8903 0.6861
O4 2.4147 -1.1814 1.4987
H7 2.9180 -1.8282 1.0042
H8 3.0128 -0.4416 1.6045
O5 -0.2089 -0.1557 0.3702
H9 -0.0351 -0.7710 -0.3421
H10 0.5713 -0.2018 0.9228
O6 0.8756 -0.0937 3.5091
H11 0.4133 -0.7312 4.0533
H12 1.5693 -0.5986 3.0848
O7 -1.0464 -3.2485 -0.8222
H13 -1.1504 -2.3737 -1.1965
H14 -1.3593 -3.1629 0.0784
O8 1.1385 1.6190 -1.8412
H15 1.0734 1.8829 -2.7590
H16 1.7798 0.9084 -1.8407

Löwdin atomic charge list, values in e, 6 entries: number 1, O, carries -0.02; number 2, H, carries 0.03; number 3, H, carries 0.06; number 4, O, carries 0.00; number 5, H, carries 0.00; number 6, H, carries 0.06

The structure with the most favorable energy is ii; the runner-up is 0.303 eV above it.